Below is a structure of composition C22H32N14O2W, with properties calculated with ωB97M-V/def2-TZVPD.

XYZ file:
```
71
Properties=species:S:1:pos:R:3:mulliken_spin:R:1
W -0.539 -0.070 0.144 1.468
O 1.293 0.176 -0.788 0.125
O 2.363 -1.623 -5.253 0.000
N -2.318 2.431 0.532 0.005
N 0.537 -1.683 -3.279 0.006
N -1.959 1.498 -0.380 -0.004
N 0.533 -0.326 -3.529 0.002
N 0.417 1.923 0.923 0.018
N -3.127 0.420 -2.183 0.002
N -1.704 -0.066 -3.845 0.000
N -0.376 -0.115 2.616 -0.006
N -3.548 2.762 0.326 0.016
N -2.597 -0.710 1.059 0.047
N -1.256 -0.775 -1.519 0.139
N -4.061 2.059 -0.690 0.004
N -0.561 0.071 -4.296 0.006
N 0.389 -2.033 0.759 0.032
C 4.812 -1.976 -1.269 0.007
C 4.058 1.605 -4.741 0.000
C 1.164 -1.929 2.014 0.020
C 0.272 2.248 2.351 0.005
C -1.728 0.061 3.189 0.018
C 0.215 -1.401 3.064 -0.021
C 4.787 -0.704 -0.680 -0.003
C 3.175 -2.197 -6.283 0.000
C 3.653 -2.486 -1.781 -0.003
C 2.388 -0.504 -1.054 0.020
C 3.609 -0.002 -0.568 -0.007
C -2.708 -0.879 2.528 0.003
C 1.395 -2.307 -2.546 0.009
C 3.830 0.314 -5.191 0.001
C 2.677 -0.375 -4.826 -0.001
C -1.970 -0.269 -2.427 0.016
C 1.779 0.263 -3.971 0.001
C -3.074 1.301 -1.105 0.035
C 0.517 0.970 3.105 0.009
C 3.145 2.240 -3.907 0.000
C 2.012 1.553 -3.517 -0.009
C 2.441 -1.748 -1.750 -0.005
H -0.735 2.633 2.500 -0.001
H 1.392 1.902 0.634 0.011
H -2.510 -1.919 2.783 -0.002
H 4.547 -0.147 -5.853 0.000
H 3.594 0.967 -0.084 0.000
H -0.325 -2.753 0.872 0.006
H 5.699 -0.275 -0.287 0.000
H 1.998 -1.247 1.835 -0.001
H 1.000 -2.369 0.015 -0.001
H 1.570 -2.896 2.316 0.004
H 4.956 2.118 -5.055 0.000
H -3.282 -0.013 0.768 0.018
H -2.904 -1.561 0.590 0.002
H 1.352 -3.384 -2.675 0.001
H -3.718 -0.650 2.865 0.000
H -0.100 -2.227 -3.857 0.003
H 3.315 3.252 -3.572 0.000
H -1.715 -0.110 4.271 0.004
H -0.573 -2.136 3.228 -0.001
H -2.050 1.088 3.009 -0.005
H -3.672 0.727 -2.982 0.002
H 1.281 2.005 -2.858 0.004
H 4.187 -2.380 -5.923 0.000
H 0.386 1.100 4.183 0.000
H 5.734 -2.536 -1.330 0.000
H 3.199 -1.552 -7.161 0.000
H 2.705 -3.141 -6.541 0.000
H -0.041 2.654 0.380 0.006
H 0.975 3.019 2.669 -0.002
H 0.728 -1.271 4.020 -0.003
H 3.654 -3.451 -2.274 0.000
H 1.549 0.655 2.931 -0.002
```

Summary:
⟨S²⟩	2.01
HOMO (spin up / spin down)	-13.123 / -13.776	eV
energy	-50098.326	eV
total charge	+2
ΔE to the lowest compared entry with this formula, charge and spin	220.6	kJ/mol
spin multiplicity	3
gap between HOMO and LUMO (spin up / spin down)	6.59 / 7.27	eV

Below is the molecule C22H32N2O5S, with properties calculated with ωB97M-V/def2-TZVPD.

XYZ file:
```
62
Properties=species:S:1:pos:R:3:nbo_charge:R:1
S -4.629 -1.681 0.842 2.339
O 4.162 2.401 0.802 -0.632
O -0.612 1.845 1.552 -0.578
O -4.305 -1.726 2.235 -0.935
O -5.074 -2.873 0.181 -0.942
O 0.860 1.372 -0.084 -0.524
N 3.296 0.438 0.090 -0.611
N -5.811 -0.546 0.646 -0.680
C -2.952 -1.519 -1.341 -0.167
C 4.534 -0.314 0.078 -0.050
C 4.466 -1.500 1.052 -0.219
C -3.171 -1.094 -0.043 -0.335
C -2.307 -0.217 0.576 -0.147
C -1.849 -1.047 -2.037 -0.236
C -5.845 0.671 -1.499 -0.417
C 5.790 -2.265 1.002 -0.394
C 3.217 1.723 0.461 0.663
C 6.103 -2.744 -0.412 -0.394
C 6.159 -1.562 -1.373 -0.396
C -0.980 -0.154 -1.434 -0.101
C -1.203 0.263 -0.124 -0.185
C -6.451 -0.442 -0.642 -0.229
C 1.800 2.321 0.433 -0.004
C 4.168 -1.026 2.472 -0.604
C -5.128 1.830 0.595 -0.417
C -5.878 1.988 -0.726 -0.399
C -0.312 1.244 0.553 0.788
C 4.842 -0.794 -1.342 -0.400
C 1.788 3.588 -0.417 -0.621
C -5.735 0.680 1.403 -0.229
H -4.812 0.423 -1.752 0.201
H 4.930 -0.325 2.803 0.211
H 0.834 4.101 -0.320 0.217
H -6.356 -1.418 -1.118 0.236
H -7.515 -0.236 -0.476 0.198
H -6.411 0.760 -2.428 0.215
H 5.309 0.385 0.409 0.230
H 2.587 4.240 -0.077 0.246
H -3.643 -2.222 -1.779 0.245
H 4.152 -1.871 3.157 0.210
H -5.189 2.748 1.180 0.218
H 2.453 -0.043 -0.184 0.408
H 4.891 0.067 -2.011 0.215
H 1.518 2.566 1.465 0.237
H 4.031 -1.444 -1.684 0.189
H 6.359 -1.911 -2.388 0.210
H -5.148 0.460 2.295 0.239
H -6.916 2.263 -0.524 0.195
H -6.752 0.948 1.712 0.198
H 6.592 -1.609 1.348 0.198
H 3.661 -2.170 0.725 0.188
H -0.128 0.228 -1.975 0.223
H 7.057 -3.274 -0.419 0.209
H 1.955 3.335 -1.462 0.210
H 6.972 -0.894 -1.082 0.198
H -1.670 -1.374 -3.050 0.224
H 5.330 -3.443 -0.739 0.193
H -5.427 2.785 -1.320 0.212
H 3.203 -0.528 2.522 0.211
H -4.074 1.628 0.393 0.203
H 5.741 -3.119 1.680 0.210
H -2.474 0.082 1.600 0.260
```

Summary:
HOMO	-9.469	eV
energy	-47387.967	eV
total charge	0
SMILES string	C[C@@H]1CCCC[C@H]1NC(=O)[C@@H](C)OC(=O)c1cccc(S(=O)(=O)N2CCCCC2)c1
ΔE to the lowest compared entry with this formula, charge and spin	11.6	kJ/mol
spin multiplicity	1
gap between HOMO and LUMO	9.40	eV